Entry from OMol25: a cluster of 5 separate species, C10H15N5 in total at a distorted geometry (wB97M-V/def2-TZVPD).

Kohn-Sham gap (Eh): 0.4026
Energy (Eh): -663.7205

The geometry in ORCA input format:
```
! RIJCOSX wB97M-V def2-TZVPD def2/J DEFGRID3
* xyz 0 1
C 2.875 -18.506 25.291
C 1.719 -18.460 24.443
N 0.778 -18.398 23.790
H 3.431 -17.568 25.264
H 3.631 -18.982 24.667
H 2.769 -18.712 26.356
C 11.596 -14.845 19.816
C 11.606 -13.441 20.164
N 11.695 -12.327 20.469
H 12.286 -14.943 18.979
H 10.642 -15.246 19.473
H 11.973 -15.564 20.543
C 14.565 -19.812 17.975
C 15.669 -19.901 16.948
N 16.505 -20.020 16.078
H 15.064 -20.069 18.909
H 13.784 -20.546 17.777
H 14.121 -18.822 18.084
C 10.711 -24.467 16.451
C 11.506 -24.603 17.615
N 12.206 -24.677 18.537
H 9.686 -24.249 16.752
H 10.661 -25.471 16.031
H 11.126 -23.751 15.742
C 8.717 -19.874 19.698
C 7.447 -19.788 20.491
N 6.458 -19.723 21.083
H 9.437 -19.269 20.249
H 8.575 -19.336 18.761
H 9.018 -20.901 19.492
*
```